Molecular formula: C8H12N4
Method: DFT, ωB97M-V/def2-TZVPD

```
24
Properties=species:S:1:pos:R:3:nbo_charge:R:1
C -1.25 3.12 -0.85 -0.6528
C 0.17 2.77 -0.66 0.0989
C 1.28 3.42 -0.09 -0.1445
N 2.24 2.43 -0.01 -0.5257
C 1.73 1.29 -0.54 0.1856
N 0.56 1.49 -1.05 -0.4711
H -1.78 3.07 0.13 0.2169
H -1.74 2.41 -1.50 0.2413
H -1.47 4.20 -0.94 0.2215
H 1.28 4.37 0.38 0.2124
H 3.15 2.71 0.31 0.4149
H 2.42 0.46 -0.51 0.2022
C -0.16 -2.18 2.26 -0.6427
C -0.31 -2.70 0.86 0.0659
C -1.31 -3.37 0.23 -0.0898
N -1.03 -3.36 -1.12 -0.5498
C 0.02 -2.41 -1.30 0.1705
N 0.48 -2.11 -0.15 -0.4521
H 0.42 -2.88 2.93 0.2150
H -1.16 -2.16 2.70 0.2137
H 0.05 -1.15 2.51 0.2365
H -2.29 -3.78 0.41 0.2129
H -1.64 -3.74 -1.82 0.4079
H 0.34 -1.89 -2.19 0.2123
```

Properties
HOMO-LUMO gap: 9.2 eV
Multiplicity: 1
Energy relative to the best compared isomer or geometry (same formula, charge and spin): 185.0 kJ/mol
Net charge: 0
Structure (SMILES): Cc1c[nH]cn1.Cc1c[nH]cn1

Molecular formula: C8H12N4
Method: DFT, ωB97M-V/def2-TZVPD

```
24
Properties=species:S:1:pos:R:3:nbo_charge:R:1
C 0.18 -0.96 1.01 0.1820
C -0.45 -4.36 0.10 0.1549
C -0.12 -2.23 0.36 -0.0379
C -0.59 -2.37 -0.98 0.1348
C -0.60 -1.26 -2.04 -0.6369
C 1.48 2.22 -0.01 -0.4095
C 0.15 3.79 1.22 -0.4122
C -0.26 1.47 1.49 0.0850
N -0.14 0.23 1.14 -0.3426
N -0.04 -3.46 0.99 -0.4206
N -0.72 -3.76 -1.08 -0.5248
N 0.28 2.47 0.70 -0.4394
H -0.63 -5.42 0.15 0.1985
H -0.28 -1.67 -2.96 0.2187
H -1.58 -0.86 -2.11 0.2261
H 0.08 -0.46 -1.63 0.2376
H 1.64 1.19 -0.28 0.2138
H 1.29 2.72 -0.92 0.1991
H 2.27 2.61 0.67 0.1806
H 0.94 4.12 1.86 0.1775
H -0.06 4.42 0.29 0.1988
H -0.75 4.01 1.77 0.2092
H -1.00 1.78 2.21 0.1900
H -1.10 -4.25 -1.96 0.4175
```

Properties
HOMO-LUMO gap: 6.5 eV
Multiplicity: 1
Energy relative to the best compared isomer or geometry (same formula, charge and spin): 442.6 kJ/mol
Net charge: 0

Molecular formula: C8H12N4
Method: DFT, ωB97M-V/def2-TZVPD

```
24
Properties=species:S:1:pos:R:3:nbo_charge:R:1
C 9.15 5.41 6.02 -0.7481
C 8.00 4.76 6.68 0.3334
N 7.17 4.34 7.39 -0.4028
H 9.59 5.99 6.84 0.2750
H 8.74 6.17 5.32 0.2858
H 9.86 4.80 5.48 0.2505
C 9.26 10.33 5.39 -0.7270
C 9.32 9.17 6.29 0.3285
N 9.30 8.32 7.10 -0.3779
H 9.43 10.03 4.34 0.2566
H 9.97 11.07 5.70 0.2560
H 8.28 10.83 5.40 0.2658
C 4.76 6.95 6.57 -0.7178
C 5.77 6.62 5.52 0.3340
N 6.59 6.48 4.74 -0.3906
H 5.14 7.57 7.36 0.2629
H 4.51 5.96 7.00 0.2602
H 3.87 7.37 6.02 0.2542
C 7.14 7.11 9.81 -0.7152
C 6.83 8.49 9.30 0.3092
N 6.55 9.48 8.81 -0.3664
H 7.25 7.00 10.88 0.2500
H 8.08 6.79 9.34 0.2674
H 6.37 6.43 9.49 0.2562
```

Properties
HOMO-LUMO gap: 11.9 eV
Multiplicity: 1
Energy relative to the best compared isomer or geometry (same formula, charge and spin): 196.6 kJ/mol
Net charge: 0
Structure (SMILES): CC#N.CC#N.CC#N.CC#N

Molecular formula: C8H12N4OS
Method: DFT, ωB97M-V/def2-TZVPD

```
26
Properties=species:S:1:pos:R:3:nbo_charge:R:1
C -0.46 -1.94 0.67 0.0582
C 0.40 -2.82 0.02 -0.5275
C -0.52 1.27 2.07 -0.2028
C -1.71 1.95 2.42 0.4634
C 1.88 -1.06 -1.99 -0.5226
C 1.07 -0.01 -1.63 0.2651
C -0.37 -0.02 -2.00 -0.6856
C 1.63 1.14 -0.88 -0.6832
N -2.20 -0.02 1.42 -0.0489
N -1.87 3.07 2.98 -0.7637
N -0.03 -0.75 0.99 -0.3137
N -0.91 0.12 1.50 0.0624
O -2.73 1.10 1.99 -0.3117
S 1.99 -2.42 -0.28 0.2666
H -1.49 -2.24 0.86 0.2145
H 0.03 -3.78 -0.32 0.2239
H 0.51 1.51 2.23 0.2420
H 1.53 -1.77 -2.72 0.2363
H 2.95 -0.92 -1.97 0.2414
H -0.48 0.20 -3.07 0.2446
H -0.94 0.72 -1.45 0.2318
H -0.80 -1.01 -1.84 0.2417
H 2.41 0.80 -0.20 0.2433
H 0.87 1.69 -0.33 0.2328
H 2.09 1.84 -1.59 0.2395
H -2.84 3.34 3.12 0.3519
```

Properties
HOMO-LUMO gap (spin up / spin down): 6.0 / 6.0 eV
Multiplicity: 1
Energy relative to the best compared isomer or geometry (same formula, charge and spin): 633.4 kJ/mol
Net charge: 0

Molecular formula: C8H12N5S
Method: DFT, ωB97M-V/def2-TZVPD

```
26
Properties=species:S:1:pos:R:3:nbo_charge:R:1
C -1.53 -3.14 -0.58 -0.1812
C -0.48 -2.98 0.23 -0.2152
C -2.20 -2.04 -1.16 -0.1086
C 0.01 -1.73 0.47 -0.2490
C -1.76 -0.76 -0.82 -0.2427
C -0.62 -0.64 -0.05 0.1020
C 2.90 1.15 -1.35 0.6622
C -0.83 1.36 1.16 0.3969
N 3.10 0.23 -2.09 -0.6116
N -1.84 0.79 1.82 -0.7543
N 2.30 1.70 -0.42 -0.4499
N -0.12 0.68 0.34 -0.5608
N 2.01 3.04 -0.10 -0.6331
S -0.35 2.98 1.65 -0.0411
H -2.16 -3.98 -0.81 0.2198
H 0.09 -3.92 0.61 0.2430
H -3.11 -2.29 -1.67 0.2149
H 1.03 -1.77 1.08 0.2380
H -2.22 0.14 -1.13 0.2292
H 0.96 3.21 1.06 0.2451
H -2.06 -0.16 1.62 0.4164
H -2.58 1.23 2.34 0.4371
H 0.80 0.87 0.13 0.4336
H 2.83 3.50 0.29 0.4019
H 4.00 0.03 -2.42 0.4135
H 1.59 3.59 -0.89 0.3938
```

Properties
HOMO-LUMO gap (spin up / spin down): 5.1 / 6.7 eV
Multiplicity: 3
<S²>: 2.045
Net charge: +1

Molecular formula: C8H12NO
Method: DFT, ωB97M-V/def2-TZVPD

```
22
Properties=species:S:1:pos:R:3:nbo_charge:R:1
C -0.17 0.74 -0.18 0.1006
C -1.50 0.77 0.14 0.2742
C 1.94 0.38 -0.54 0.2241
C -0.83 -1.30 -0.41 0.6201
C 1.09 1.63 -0.03 -0.4918
C -2.51 1.94 0.16 -0.6731
C 2.58 -0.36 0.64 -0.6543
C -0.96 -2.90 -0.36 -0.6398
N 0.30 -0.52 -0.50 -0.4331
O -1.88 -0.62 -0.01 -0.3626
H 0.89 1.86 1.05 0.2748
H 1.45 2.45 -0.68 0.2676
H 2.62 0.39 -1.38 0.2545
H -3.09 1.98 -0.71 0.2478
H -2.18 3.00 0.39 0.2653
H -3.23 1.76 0.94 0.2481
H 2.15 0.09 1.47 0.2233
H 3.74 -0.08 0.63 0.2556
H 2.42 -1.43 0.41 0.2533
H 0.06 -3.16 -0.65 0.2327
H -1.70 -3.34 -0.97 0.2581
H -1.15 -3.29 0.60 0.2546
```

Properties
HOMO-LUMO gap: 9.1 eV
Multiplicity: 1
Energy relative to the best compared isomer or geometry (same formula, charge and spin): 300.1 kJ/mol
Net charge: +1